{
  "formula": "C15H19N7O7PdS2",
  "method": "ωB97M-V with the def2-TZVPD basis set",
  "species": ["Pd", "N", "N", "C", "N", "N", "N", "O", "O", "H", "H", "H", "H", "H", "C", "C", "C", "C", "C", "C", "C", "S", "O", "O", "O", "H", "H", "H", "H", "H", "H", "H", "S", "C", "C", "N", "C", "H", "H", "H", "O", "C", "C", "C", "C", "O", "N", "H", "H", "H", "H"],
  "positions_angstrom": [[-1.85307, 0.84320, -1.92619], [1.35920, 1.32981, -0.92641], [1.12311, 1.51282, 0.45290], [0.24247, 2.37785, 0.91932], [-0.00307, 2.36612, 2.24989], [-0.42928, 3.08592, -0.01253], [-1.19508, 4.09290, 0.42040], [-2.14555, 4.37546, -0.29709], [-1.22700, 4.39024, 1.63560], [0.44429, 1.21661, -1.37850], [1.77228, 0.40261, -0.98819], [1.68208, 0.95386, 1.10340], [0.40038, 1.65662, 2.87529], [-0.44330, 3.19276, 2.61425], [-1.28324, 4.67678, -4.56748], [-1.63543, 3.22178, -4.41270], [-2.82545, 2.83361, -3.83581], [-3.12526, 1.47194, -3.60614], [-2.19888, 0.47238, -3.99221], [-0.96754, 0.89140, -4.55650], [-0.70810, 2.22663, -4.76969], [-2.70458, -1.24171, -4.19159], [-3.15115, -1.32506, -5.57758], [-1.48994, -2.01505, -3.91419], [-3.76277, -1.46903, -3.21484], [-2.16142, 5.30866, -4.42766], [-0.86126, 4.88613, -5.55410], [-0.54670, 4.97264, -3.81569], [-3.54091, 3.58754, -3.52505], [-4.11875, 1.17106, -3.29672], [-0.25611, 0.12680, -4.84175], [0.24655, 2.52193, -5.19423], [-1.91098, -2.84059, 0.54145], [-1.78222, -1.60952, 1.72730], [-1.47404, -0.43516, 1.13054], [-1.33332, -0.49126, -0.23668], [-1.53326, -1.70247, -0.68368], [-1.91223, -1.78203, 2.78199], [-1.30949, 0.49617, 1.65106], [-1.49469, -1.99356, -1.72982], [-0.23912, -0.36064, 5.83553], [0.88091, -0.31366, 5.35069], [2.10885, -0.87025, 6.08894], [3.22419, -0.70978, 5.07574], [2.53538, 0.01691, 3.91784], [3.17404, 0.36892, 2.92201], [1.21555, 0.20823, 4.13482], [1.91539, -1.89902, 6.39317], [2.25539, -0.28100, 6.99558], [3.61512, -1.65629, 4.69868], [4.07363, -0.12101, 5.42307]],
  "atomic_forces_ev_per_a": [[-0.19, 0.01, 0.25], [0.25, -0.20, -0.27], [0.43, -0.69, 0.50], [-0.28, 0.33, 0.68], [0.63, -0.50, 0.01], [1.15, 0.66, -0.44], [-2.84, -3.28, 1.38], [0.69, 1.37, -0.80], [0.57, 1.83, -0.32], [-0.10, 0.20, -0.04], [0.02, 0.06, -0.03], [-0.26, 0.32, -0.11], [0.10, 0.07, -0.25], [-0.04, -0.12, -0.02], [-0.02, -0.02, 0.02], [-0.02, 0.01, 0.00], [0.08, -0.01, 0.06], [0.12, -0.03, 0.05], [-0.04, 0.00, -0.13], [-0.04, 0.00, -0.02], [0.03, 0.00, -0.01], [-0.05, -0.04, -0.01], [0.08, -0.03, 0.02], [0.01, 0.00, 0.01], [-0.01, 0.05, -0.02], [0.00, 0.00, -0.02], [0.01, 0.01, 0.01], [0.02, 0.01, -0.01], [0.00, 0.00, -0.01], [-0.01, 0.01, -0.02], [0.00, 0.00, -0.02], [0.00, 0.00, -0.01], [0.02, 0.04, 0.03], [0.02, 0.03, 0.01], [0.08, 0.06, 0.07], [-0.05, -0.14, -0.22], [-0.03, -0.17, 0.05], [0.01, -0.05, 0.01], [-0.12, -0.04, -0.03], [0.01, 0.09, -0.04], [-0.11, 0.04, 0.08], [-0.09, -0.01, -0.18], [0.01, -0.02, 0.02], [0.01, -0.07, 0.05], [0.20, 0.22, -0.22], [-0.32, -0.02, -0.12], [0.12, -0.01, 0.04], [-0.03, 0.00, 0.00], [0.00, -0.01, 0.02], [0.01, -0.01, 0.02], [0.00, 0.02, -0.03]],
  "lowdin_charge": [0.51, 0.04, 0.00, -0.43, 0.17, 0.13, -0.45, 0.00, -0.06, 0.02, 0.08, 0.13, 0.07, 0.06, -0.07, -0.31, -0.07, -0.18, -0.43, -0.09, -0.08, 0.38, -0.37, -0.40, -0.38, 0.06, 0.06, 0.08, 0.10, 0.10, 0.10, 0.10, 0.99, -0.41, -0.24, -0.11, -0.46, 0.06, 0.08, 0.04, -0.01, -0.55, -0.12, -0.12, -0.55, -0.03, 0.12, 0.10, 0.10, 0.11, 0.10],
  "total_charge": -2,
  "max_force_ha_per_bohr": 0.0885,
  "e_homo_ev": -2.026,
  "homo_lumo_gap_ev": 6.42,
  "de_lowest_kcal_mol": 24.3
}

=====

{
  "formula": "C15H20AuI2N3O",
  "method": "ωB97M-V with the def2-TZVPD basis set",
  "species": ["C", "I", "H", "H", "H", "C", "C", "N", "H", "I", "N", "H", "Au", "C", "O", "C", "C", "H", "H", "H", "C", "H", "H", "H", "C", "C", "C", "C", "C", "C", "C", "C", "N", "H", "H", "H", "H", "H", "H", "H", "H", "H"],
  "positions_angstrom": [[0.38592, -2.56208, -3.29332], [3.08167, -0.77721, 0.16884], [1.46656, -2.47154, -3.03452], [0.19902, -2.11672, -4.27725], [0.14650, -3.63244, -3.30620], [-1.71350, 2.07132, -3.27124], [-0.35725, 0.54969, -2.32328], [-1.53424, 1.20918, -2.19152], [-0.32960, 2.54591, -4.92904], [1.06391, 1.82146, 0.09001], [0.26727, 1.12993, -3.39364], [-2.60756, 2.65934, -3.40045], [0.68254, -0.62647, -1.00871], [-0.40347, -1.88346, -2.27272], [-1.60351, -1.98315, -2.10301], [-0.59909, 2.01799, -4.01740], [1.67145, 0.99560, -3.74976], [2.29263, 1.66541, -3.13292], [1.79341, 1.27301, -4.80732], [1.98631, -0.04333, -3.59412], [-2.42665, 1.22297, -1.04532], [-3.36216, 1.70437, -1.36309], [-1.98420, 1.80044, -0.22394], [-2.61182, 0.19970, -0.72687], [-2.03971, -0.96213, 2.08821], [-0.94053, -0.61346, 3.03134], [-1.22894, -0.16793, 4.30556], [-0.21152, 0.21177, 5.19598], [1.11799, 0.18237, 4.77958], [1.47815, -0.26988, 3.53085], [2.92045, -0.24038, 3.15899], [0.47993, -0.79486, 2.60006], [0.82894, -1.29340, 1.45474], [-2.37535, -0.09135, 1.50936], [-2.92251, -1.33301, 2.62474], [-1.69102, -1.71508, 1.38284], [-2.27562, -0.09187, 4.63421], [-0.43855, 0.53354, 6.20986], [1.92311, 0.52898, 5.44628], [3.10209, 0.55626, 2.42355], [3.49858, 0.01120, 4.04956], [3.27040, -1.22064, 2.78104]],
  "atomic_forces_ev_per_a": [[1.38, -0.77, -1.17], [3.05, -1.45, -1.85], [-0.77, -0.02, -0.37], [0.01, -0.13, -0.21], [-0.21, 0.09, -0.16], [-0.05, 0.05, 0.46], [0.32, 2.39, -0.28], [-0.04, 0.10, -1.32], [-0.10, -0.17, 0.34], [-0.45, 2.98, 0.82], [-1.12, -0.22, -0.40], [0.04, -0.06, 0.05], [-0.28, -0.66, 0.40], [-0.35, -0.79, 2.81], [-0.51, -0.38, -1.11], [0.58, 0.29, -0.22], [0.08, -0.18, -0.04], [-0.30, -0.34, -0.02], [-0.10, -0.14, 0.24], [0.01, 0.34, 0.05], [-0.12, -0.23, -0.03], [0.19, -0.24, 0.08], [0.13, -0.19, -0.21], [0.00, 0.01, 0.05], [-0.19, -0.05, -0.23], [1.17, -0.24, 0.11], [0.56, 0.06, 0.20], [-0.42, 0.21, 0.60], [-0.11, -0.07, -0.15], [-0.38, -0.23, 0.24], [0.25, -0.02, 0.42], [-0.35, 1.23, 1.00], [-1.85, -1.02, 0.06], [0.13, -0.06, -0.05], [0.07, -0.06, -0.03], [-0.14, -0.08, -0.14], [0.29, -0.07, -0.20], [-0.14, 0.02, -0.08], [-0.40, -0.13, -0.17], [0.14, -0.47, 0.17], [0.13, 0.01, 0.23], [-0.14, 0.68, 0.12]],
  "lowdin_charge": [-0.14, 0.08, 0.06, 0.07, 0.07, -0.08, -0.40, -0.13, 0.11, -0.02, -0.13, 0.10, 0.40, -0.60, -0.07, -0.08, -0.05, 0.08, 0.08, 0.07, -0.06, 0.08, 0.03, 0.07, -0.10, -0.25, -0.14, -0.19, -0.13, -0.28, -0.24, -0.43, -0.16, 0.05, 0.06, 0.06, 0.09, 0.05, 0.09, -0.03, 0.05, 0.00],
  "total_charge": -2,
  "max_force_ha_per_bohr": 0.0749,
  "spin_multiplicity": 3,
  "e_homo_ev": [1.128, 0.785],
  "homo_lumo_gap_ev": [3.63, 3.91],
  "de_lowest_kcal_mol": 0.0
}

=====

{
  "formula": "C15H20BrCeIN2O2S5",
  "method": "ωB97M-V with the def2-TZVPD basis set",
  "species": ["Ce", "S", "S", "S", "S", "Br", "C", "C", "C", "C", "C", "C", "I", "H", "H", "H", "H", "N", "C", "N", "C", "C", "O", "C", "C", "H", "H", "H", "H", "H", "H", "H", "H", "O", "S", "C", "C", "C", "C", "H", "H", "H", "H", "H", "H", "H", "H"],
  "positions_angstrom": [[0.41565, -0.54407, -1.43440], [0.45551, -2.69152, -3.08222], [-1.60115, -2.51237, -2.81063], [-2.00202, -2.81517, -0.81796], [-1.72507, -1.02923, 0.18406], [3.30916, -3.92404, 3.27351], [3.58220, -4.62654, 1.54341], [4.59026, -5.55512, 1.32902], [4.80312, -6.06941, 0.06146], [3.98766, -5.68077, -0.98987], [2.97479, -4.75495, -0.78466], [2.79162, -4.21815, 0.47757], [1.24159, -2.72144, 0.78489], [5.19916, -5.86314, 2.16468], [5.60777, -6.77224, -0.09674], [4.13486, -6.09389, -1.97478], [2.32874, -4.45307, -1.59872], [1.00236, 0.96032, 0.35063], [0.58208, 1.46491, 1.31294], [0.09077, 2.01429, 2.35470], [0.45989, 1.61905, 3.70906], [1.37055, 2.70767, 4.29037], [0.74767, 3.96856, 4.23274], [0.40723, 4.34927, 2.92393], [-0.54698, 3.32339, 2.29832], [0.95776, 0.64994, 3.70277], [-0.46243, 1.55766, 4.29332], [2.32194, 2.71720, 3.73813], [1.57336, 2.51869, 5.34476], [1.30681, 4.44709, 2.29620], [-0.07530, 5.32448, 3.00649], [-0.79068, 3.58425, 1.26859], [-1.46013, 3.26774, 2.89737], [-1.05625, 0.92655, -2.36737], [-2.23832, 1.76216, -1.90456], [-2.52741, 2.92274, -3.31162], [-3.97252, 2.74545, -3.74382], [-4.23213, 1.24502, -3.67148], [-3.74660, 0.79403, -2.30226], [-1.83380, 2.60432, -4.09030], [-2.29300, 3.93652, -2.99739], [-4.12809, 3.12033, -4.75571], [-4.64375, 3.28487, -3.07223], [-3.66202, 0.73909, -4.45406], [-5.28622, 1.00657, -3.81191], [-3.49899, -0.26666, -2.25316], [-4.45966, 1.02964, -1.51307]],
  "atomic_forces_ev_per_a": [[-2.08, -1.27, -0.32], [-0.14, 0.74, 0.42], [0.82, 0.65, 0.18], [-0.23, -0.28, 0.12], [0.86, 0.25, -0.55], [0.13, -0.11, 0.04], [-0.29, 0.43, 0.18], [-0.07, 0.05, 0.05], [-0.08, 0.07, 0.02], [-0.03, 0.03, 0.02], [-0.21, 0.20, -0.09], [-0.15, 0.32, -0.11], [0.71, -0.65, 0.11], [0.07, -0.03, 0.05], [-0.01, -0.06, -0.02], [0.01, -0.04, -0.11], [0.05, -0.05, -0.03], [0.17, -0.36, -0.79], [-0.15, 0.16, 0.32], [-0.08, -0.24, -0.23], [0.43, -0.07, 0.96], [0.04, -0.16, 0.01], [-0.09, -0.05, 0.03], [-0.10, 0.03, -0.14], [-0.19, 1.05, 0.09], [-0.05, 0.02, -0.04], [0.07, -0.08, -0.10], [-0.04, 0.03, 0.04], [0.01, -0.12, -0.11], [-0.06, -0.01, 0.06], [0.00, -0.10, -0.13], [-0.01, -0.05, 0.04], [0.03, -0.05, -0.15], [2.09, -1.22, -0.24], [-1.85, 0.99, -0.16], [0.06, 0.12, 0.19], [-0.17, -0.27, 0.04], [0.03, 0.10, -0.11], [0.07, -0.06, -0.06], [0.10, -0.07, 0.09], [0.14, -0.02, 0.08], [0.08, 0.12, 0.08], [-0.01, 0.02, -0.06], [-0.06, -0.04, 0.00], [0.05, -0.06, 0.05], [0.12, 0.10, 0.19], [0.01, 0.03, 0.08]],
  "lowdin_charge": [0.33, 0.18, 0.11, 0.07, 0.11, 0.76, -0.73, -0.10, -0.04, -0.05, -0.14, -0.58, 1.08, 0.11, 0.12, 0.12, 0.06, 0.05, -0.20, -0.05, -0.07, -0.16, -0.10, -0.17, -0.07, 0.14, 0.15, 0.14, 0.14, 0.14, 0.14, 0.14, 0.15, -0.73, 1.03, -0.26, -0.21, -0.21, -0.28, 0.11, 0.10, 0.13, 0.13, 0.13, 0.13, 0.06, 0.11],
  "total_charge": 2,
  "max_force_ha_per_bohr": 0.0478,
  "e_homo_ev": [-13.811, -13.811],
  "homo_lumo_gap_ev": [5.25, 5.21]
}

=====

{
  "formula": "C15H20BrF3N4O6",
  "method": "ωB97M-V with the def2-TZVPD basis set",
  "species": ["H", "N", "C", "C", "C", "C", "O", "C", "O", "C", "Br", "C", "F", "F", "F", "C", "C", "C", "N", "H", "N", "C", "C", "O", "C", "C", "O", "H", "H", "H", "H", "H", "H", "H", "H", "H", "H", "H", "H", "H", "H", "H", "C", "N", "O", "O", "H", "H", "H"],
  "positions_angstrom": [[-2.68504, 1.91507, 0.84474], [-3.25869, 1.53933, 1.60679], [-2.51093, 0.90362, 2.39094], [-3.15139, 0.28629, 3.64008], [-0.99375, 0.71456, 2.25883], [-0.49471, 0.58578, 0.81456], [-1.32897, -0.21391, -0.05101], [-0.66119, -1.13006, -0.77475], [-1.03477, -1.71638, -1.68652], [0.76409, -1.15524, -0.09103], [2.16587, -1.86350, -1.28814], [0.60865, -2.33810, 0.92760], [-0.39496, -2.19952, 1.76695], [1.72121, -2.63037, 1.57529], [0.33459, -3.43814, 0.22691], [1.01200, 0.25545, 0.50021], [1.79986, 0.23614, 1.85125], [3.27397, -0.08281, 1.63890], [4.17215, 0.77908, 1.80651], [5.06374, 0.32253, 1.59478], [1.76446, 1.13961, -0.39594], [1.15887, 1.32052, -1.72139], [2.08264, 1.09689, -2.93565], [0.05116, 1.66588, -1.91361], [1.97075, 2.46937, 0.14496], [3.24537, 3.18774, -0.31546], [1.22467, 3.03304, 0.86463], [-3.21784, 1.11370, 4.36610], [-2.48123, -0.45429, 4.09056], [-4.15928, -0.08194, 3.44388], [-0.70066, -0.14216, 2.87639], [-0.48742, 1.58983, 2.69238], [-0.69725, 1.58905, 0.40990], [1.43419, -0.56101, 2.51263], [1.66587, 1.15958, 2.41899], [3.54337, -1.08955, 1.29098], [3.05962, 0.76069, -2.56535], [2.27319, 2.07734, -3.39472], [1.65473, 0.38345, -3.64121], [4.14155, 2.65231, 0.00716], [3.19296, 3.27004, -1.41208], [3.22394, 4.19394, 0.10924], [-3.86841, -2.77407, -3.20546], [-4.27364, -3.33577, -4.52439], [-3.39217, -3.59362, -5.32149], [-5.46479, -3.49706, -4.71020], [-2.78859, -2.68550, -3.17982], [-4.33878, -1.79966, -3.10641], [-4.21902, -3.45816, -2.43749]],
  "atomic_forces_ev_per_a": [[-0.40, 0.08, -0.09], [0.34, 0.39, -0.69], [-0.14, -0.85, 0.89], [0.84, 0.81, -0.01], [0.18, -0.84, 0.17], [-0.70, 2.50, -0.86], [-0.49, -0.77, 0.08], [2.48, 3.16, 3.53], [-1.49, -2.05, -2.89], [0.66, -1.27, -0.44], [-0.45, 0.61, 0.10], [0.37, -0.39, -1.56], [-0.44, 0.58, 0.94], [0.58, 0.28, 0.95], [-0.47, -0.55, -0.43], [-0.72, -0.81, 1.87], [0.62, -0.96, 0.04], [-0.68, -0.19, -0.33], [0.60, 0.21, 0.13], [0.07, 0.38, 0.13], [-0.97, 0.04, 0.04], [2.34, -0.64, -1.97], [0.93, 0.39, 1.28], [-2.02, 0.36, 0.62], [2.33, 0.60, -1.09], [-0.72, -0.33, -0.37], [-1.56, 0.05, 1.42], [-0.15, -0.30, -0.08], [-0.43, -0.11, -0.13], [0.25, -0.03, -0.02], [-0.13, 0.18, -0.15], [-0.15, -0.14, -0.17], [0.44, -0.26, 0.02], [-0.19, 0.26, -0.29], [0.24, 0.02, -0.41], [-0.41, 0.12, 0.15], [-0.29, -0.19, -0.30], [-0.41, -0.28, -0.15], [-0.04, 0.24, 0.11], [-0.21, -0.01, -0.19], [0.35, -0.07, 0.23], [0.02, -0.23, -0.06], [0.25, 0.03, 0.04], [0.02, -0.02, -0.04], [-0.25, 0.02, 0.09], [0.24, 0.01, -0.03], [-0.04, -0.01, -0.06], [-0.09, -0.08, 0.03], [-0.12, 0.07, -0.04]],
  "lowdin_charge": [0.06, 0.16, -0.40, -0.04, -0.07, -0.21, 0.08, -0.50, 0.20, -0.43, 0.95, -0.71, 0.20, 0.14, 0.12, -0.31, -0.09, -0.23, 0.12, 0.06, 0.06, -0.45, -0.02, 0.19, -0.45, 0.03, 0.16, 0.09, 0.07, 0.08, 0.10, 0.14, 0.14, 0.12, 0.12, 0.10, 0.06, 0.09, 0.09, 0.07, 0.08, 0.09, 0.04, -0.45, 0.06, 0.06, 0.07, 0.10, 0.10],
  "smiles": "[H]/N=C(/C)C[C@@H]1OC(=O)[C@](Br)(C(F)(F)F)[C@@]1(C/C=N/[H])N(C(C)=O)C(C)=O.C[N+](=O)[O-]",
  "max_force_ha_per_bohr": 0.1040,
  "e_homo_ev": -10.168,
  "homo_lumo_gap_ev": 10.10
}